1.
{"formula": "C5H10N", "method": "ωB97M-V/def2-TZVPD", "homo_lumo_gap_ev": 11.47, "smiles": "CCC=[N+]1CC1", "total_charge": 1, "de_lowest_ev": 2.467, "energy_ev": -6827.735, "max_force_ev_per_a": 5.098, "homo_energy_ev": -16.338, "elements": ["C", "C", "C", "C", "C", "N", "H", "H", "H", "H", "H", "H", "H", "H", "H", "H"], "xyz": [[0.09085, 0.85572, -2.28915], [0.59348, 0.76369, 0.42497], [0.48509, -1.31962, 1.76694], [-0.99066, 0.17037, -1.43150], [-0.15806, 0.06005, 1.46598], [0.18325, 0.67566, -0.83569], [0.85898, 0.30306, -2.94390], [1.52206, 1.28607, 0.63971], [0.02394, -2.00492, 1.04640], [0.29290, -1.58833, 2.80405], [1.52015, -1.12247, 1.82675], [-0.13699, 1.76523, -2.71191], [-2.00276, 0.43562, -1.42481], [-0.90383, -0.89927, -1.70241], [-0.17854, 0.63765, 2.33238], [-1.19988, -0.01850, 1.03219]], "forces_ev_per_a": [[1.2, -2.4, 0.2], [-0.1, -0.2, -3.1], [-1.6, 0.9, 0.3], [2.3, -3.2, -3.3], [-1.7, -0.6, -1.8], [0.1, 1.1, 3.0], [-1.4, 0.4, 1.4], [0.0, 0.0, -0.3], [1.1, -0.3, 0.3], [-0.7, -0.2, -0.2], [1.5, -0.7, -0.8], [-0.3, 2.4, -0.1], [-1.1, 1.4, 0.8], [-0.2, 0.3, 0.9], [-0.1, 1.1, 1.5], [0.9, -0.2, 1.0]], "mulliken_charge": [-0.253, 0.163, -1.001, -0.678, -0.630, 0.077, 0.247, 0.461, 0.302, 0.335, 0.355, 0.287, 0.369, 0.291, 0.408, 0.266]}

***

2.
{"formula": "C5H10N", "method": "ωB97M-V/def2-TZVPD", "homo_lumo_gap_ev": 8.79, "total_charge": 1, "de_lowest_ev": 3.472, "energy_ev": -6826.730, "max_force_ev_per_a": 7.464, "homo_energy_ev": -14.403, "elements": ["C", "C", "C", "C", "C", "N", "H", "H", "H", "H", "H", "H", "H", "H", "H", "H"], "xyz": [[0.85399, -0.99065, -0.34797], [0.77087, 1.25592, -0.38619], [-0.17520, 0.19053, -0.83603], [2.09766, -0.50197, 0.52200], [1.92466, 0.84489, 0.41091], [-2.50035, -0.05033, 0.45340], [0.41449, -1.87864, 0.08027], [1.20536, -1.17697, -1.27609], [0.73541, 2.30281, -0.72374], [-1.08861, -0.08010, -0.12139], [-0.71768, 0.15682, -1.79534], [2.88394, -0.99697, 0.95863], [2.53370, 1.53532, 1.03322], [-2.56313, -1.02464, 0.76018], [-3.47173, 0.06627, -0.09770], [-2.90337, 0.34770, 1.36585]], "forces_ev_per_a": [[0.0, -0.6, 2.5], [-0.6, -0.5, -0.4], [4.3, 0.2, 3.1], [-5.8, 2.4, -4.0], [-0.4, 1.3, 1.2], [-5.2, 0.1, 1.5], [-0.3, -0.3, -0.1], [1.6, -1.5, -3.1], [-0.2, -0.5, 0.1], [0.3, 1.3, 0.0], [0.9, 0.3, 0.2], [1.3, -1.5, 1.1], [-0.4, -0.1, -1.1], [0.1, -0.3, -0.4], [3.0, -0.4, 0.8], [1.4, 0.1, -1.2]], "mulliken_charge": [-0.793, -0.149, -0.153, -0.360, -0.286, -0.882, 0.498, 0.413, 0.385, 0.088, 0.401, 0.484, 0.378, 0.319, 0.338, 0.319]}

***

3.
{"formula": "C5H10N", "method": "ωB97M-V/def2-TZVPD", "homo_lumo_gap_ev": 10.47, "smiles": "C[C@H]([NH3+])C1C=C1", "total_charge": 1, "de_lowest_ev": 3.483, "energy_ev": -6826.719, "max_force_ev_per_a": 5.741, "homo_energy_ev": -14.006, "elements": ["C", "C", "C", "C", "C", "N", "H", "H", "H", "H", "H", "H", "H", "H", "H", "H"], "xyz": [[0.48571, 0.91513, -1.84758], [0.83263, -0.34594, -1.75644], [-0.53453, 0.03825, -1.11512], [0.35061, 1.14290, 1.32307], [-0.62553, 0.00751, 0.44784], [-0.36040, -1.45304, 0.86217], [0.63812, 2.00910, -2.19793], [1.55627, -1.15956, -2.05481], [-1.39914, -0.45809, -1.60300], [0.08245, 2.11446, 0.74075], [1.34803, 0.98069, 1.37645], [0.11640, 1.03115, 2.35672], [-1.66506, 0.30275, 0.74061], [0.47603, -1.82673, 0.38982], [-1.13848, -1.89392, 0.45775], [-0.16312, -1.40464, 1.87970]], "forces_ev_per_a": [[-0.2, 0.3, -0.2], [0.1, 1.0, -0.2], [1.5, -1.1, 0.4], [-4.6, -0.6, -3.3], [1.6, 2.7, 0.0], [1.9, 2.6, 0.6], [-0.3, -2.4, 0.6], [-1.1, 1.2, 0.5], [0.2, 0.9, 0.2], [0.5, -1.5, 1.8], [3.3, -0.7, -1.0], [-1.2, 0.7, 0.8], [0.8, -0.8, 0.0], [-0.2, 0.4, 0.1], [-1.5, -1.7, 0.4], [-0.9, -1.0, -0.6]], "mulliken_charge": [-0.374, -0.369, -0.353, -1.305, -0.062, -0.218, 0.352, 0.380, 0.363, 0.333, 0.450, 0.459, 0.292, 0.335, 0.353, 0.363]}

***

4.
{"formula": "C5H10N", "method": "ωB97M-V/def2-TZVPD", "homo_lumo_gap_ev": 9.31, "total_charge": 1, "de_lowest_ev": 4.168, "energy_ev": -6826.034, "max_force_ev_per_a": 3.694, "homo_energy_ev": -14.913, "elements": ["C", "C", "C", "C", "C", "N", "H", "H", "H", "H", "H", "H", "H", "H", "H", "H"], "xyz": [[-1.83755, 0.97609, 0.71092], [0.10695, 0.72000, -1.36101], [0.34401, -0.15744, -0.19609], [0.21320, -1.67970, -0.48493], [1.37579, 0.21174, 0.89571], [-0.87311, 0.31575, 0.31422], [-2.12649, 0.96017, 1.67604], [-2.43164, 1.61537, 0.11125], [0.15285, 1.75212, -0.97248], [-0.28213, 0.46831, -2.38336], [0.69522, -2.33082, 0.31165], [0.66426, -1.92610, -1.45176], [-0.93165, -1.90974, -0.58098], [1.75455, -0.69063, 1.47673], [0.96310, 1.03628, 1.56816], [2.21264, 0.63858, 0.36594]], "forces_ev_per_a": [[0.3, 0.3, -2.2], [-1.4, 1.0, 2.1], [1.3, -2.4, 1.3], [-1.4, -0.8, 0.2], [0.5, 0.2, 0.3], [-0.5, 0.5, -2.4], [-0.9, -0.7, 3.5], [-0.3, 0.7, -1.0], [0.4, -0.2, -1.3], [0.2, 0.0, 1.4], [-0.8, 1.0, -1.0], [0.0, 0.1, 0.2], [2.2, 0.1, 0.2], [-0.8, 1.3, -0.7], [0.6, -1.3, -0.8], [0.7, 0.2, 0.0]], "mulliken_charge": [-0.237, -0.600, 1.414, -1.308, -1.305, -0.240, 0.330, 0.281, 0.358, 0.312, 0.331, 0.335, 0.324, 0.338, 0.327, 0.339]}

***

5.
{"formula": "C5H10N", "method": "ωB97M-V/def2-TZVPD", "homo_lumo_gap_ev": [9.80, 8.35], "total_charge": 1, "de_lowest_ev": 7.603, "energy_ev": -6822.599, "max_force_ev_per_a": 4.312, "homo_energy_ev": [-14.541, -14.584], "elements": ["C", "C", "C", "C", "C", "N", "H", "H", "H", "H", "H", "H", "H", "H", "H", "H"], "xyz": [[-0.84277, 0.57214, -0.33246], [0.36252, 1.20257, 0.19247], [0.51878, -0.21634, -0.28724], [-1.79021, 0.08748, 0.67604], [1.19503, -1.44049, 0.07121], [1.28160, 0.92739, -0.91474], [-1.11812, 0.83781, -1.32833], [0.40744, 2.37094, 2.10552], [-1.26936, -0.10436, 1.72445], [-2.02176, -0.95452, 0.31468], [-2.69127, 0.79583, 0.93434], [1.88722, -1.78532, -0.72726], [0.53820, -2.26123, 0.27639], [1.80461, -1.19747, 0.82022], [0.89811, 1.28873, -1.81845], [2.28252, 0.79853, -0.78947]], "forces_ev_per_a": [[1.5, -0.4, 0.0], [1.4, -0.9, 2.2], [-1.4, 3.7, 0.2], [-1.3, -1.0, 2.7], [-0.6, -1.6, -3.2], [-1.2, 0.3, -1.4], [-0.9, 0.2, -0.6], [0.1, -1.0, -1.7], [-0.8, 0.6, -2.2], [-0.9, 1.1, 0.6], [1.6, -1.6, -1.0], [-0.7, 0.2, 0.1], [-0.4, -0.3, 0.4], [2.4, 0.4, 3.6], [1.2, -0.4, 0.4], [0.0, 0.7, 0.0]], "mulliken_charge": [0.272, -0.365, 0.585, -1.209, -1.495, -0.150, 0.353, 0.268, 0.294, 0.317, 0.354, 0.386, 0.351, 0.445, 0.289, 0.305]}

***

6.
{"formula": "C5H10N", "method": "ωB97M-V/def2-TZVPD", "homo_lumo_gap_ev": [8.85, 8.50], "total_charge": 1, "de_lowest_ev": 5.173, "energy_ev": -6825.029, "max_force_ev_per_a": 5.982, "homo_energy_ev": [-13.194, -13.108], "elements": ["C", "C", "C", "C", "C", "N", "H", "H", "H", "H", "H", "H", "H", "H", "H", "H"], "xyz": [[1.07404, 0.84280, -1.36923], [0.57377, -0.52895, -1.73609], [-0.55411, 0.38077, 1.04822], [0.47589, 0.79487, -0.00578], [-1.61530, -0.56634, 0.83976], [0.81547, 0.01955, 1.18183], [2.13557, 0.90059, -1.42049], [0.68965, 1.62122, -2.06744], [-0.41409, -0.53997, -1.92617], [1.14770, -1.42798, -1.58010], [-0.73999, 1.30940, 1.83638], [-2.42328, -0.61032, 1.67197], [-1.24704, -1.51068, 0.57193], [-2.28435, -0.14764, -0.01729], [1.39037, 0.38527, 2.03119], [0.97568, -0.92260, 0.94131]], "forces_ev_per_a": [[-0.5, -0.2, -1.8], [2.5, 2.1, 2.7], [-0.1, 6.0, 0.6], [-1.4, -1.1, 0.0], [-4.8, 1.1, -0.2], [3.2, 0.1, 2.2], [0.9, 0.2, 0.5], [0.0, -0.3, 1.0], [-3.2, -0.6, -1.0], [0.1, 0.0, 0.1], [0.1, -2.4, -2.2], [1.9, -0.2, -1.0], [0.3, -1.5, -0.4], [1.3, -0.9, 1.2], [-1.0, -0.7, -2.0], [0.7, -1.5, 0.3]], "mulliken_charge": [-0.144, -0.901, 0.311, -0.120, -1.226, -0.192, 0.301, 0.250, 0.395, 0.416, 0.307, 0.321, 0.373, 0.279, 0.344, 0.289]}